# C17H14FN3O

One molecule with the formula C17H14FN3O (ωB97M-V/def2-TZVPD, the Open Molecules 2025 dataset).

Geometry as XYZ:
```
36
Properties=species:S:1:pos:R:3:lowdin_charge:R:1
O -1.39 -1.27 -0.01 0.067
C -1.59 -0.07 -0.01 -0.382
N -2.80 0.55 0.00 0.136
C -4.08 -0.01 0.00 -0.219
C -4.30 -1.38 -0.01 -0.015
C -5.60 -1.86 0.00 -0.083
C -6.68 -0.99 0.01 -0.103
C -6.46 0.37 0.02 -0.093
C -5.17 0.87 0.02 -0.031
C -0.51 0.93 -0.01 -0.227
N -0.71 2.24 0.00 0.104
C 0.51 2.81 -0.01 -0.127
C 1.48 1.83 -0.02 -0.042
N 0.82 0.64 -0.02 0.004
C 1.40 -0.69 -0.03 -0.085
C 2.90 -0.64 -0.01 -0.237
C 3.61 -0.60 -1.21 -0.029
C 5.00 -0.53 -1.20 0.001
C 5.65 -0.49 0.02 -0.275
F 7.00 -0.42 0.03 0.062
C 4.97 -0.53 1.22 0.001
C 3.59 -0.60 1.19 -0.029
H -2.74 1.56 0.00 0.126
H -3.47 -2.06 -0.02 0.097
H -5.77 -2.93 -0.01 0.103
H -7.69 -1.38 0.02 0.098
H -7.29 1.06 0.04 0.102
H -4.99 1.93 0.03 0.110
H 0.63 3.87 0.00 0.097
H 2.54 1.90 -0.02 0.118
H 1.02 -1.23 0.84 0.135
H 1.04 -1.21 -0.92 0.135
H 3.09 -0.63 -2.15 0.121
H 5.56 -0.51 -2.12 0.119
H 5.51 -0.49 2.15 0.119
H 3.04 -0.62 2.12 0.122
```

SMILES string: O=C(Nc1ccccc1)c1nccn1Cc1ccc(F)cc1
M (g mol⁻¹): 295.32
Orbital gap (eV): 9.0
Energy above the lowest of the compared OMol25 structures with the same formula, charge and spin (kJ/mol): 0.0
HOMO (eV): -8.3

# C35H35F10N3O5Si2W

C35H35F10N3O5Si2W as an isolated structure (ωB97M-V/def2-TZVPD, the Open Molecules 2025 dataset).

Geometry as XYZ:
```
91
Properties=species:S:1:pos:R:3:lowdin_charge:R:1
W -0.51 0.41 -0.17 1.755
C -3.87 -0.62 -0.48 -0.074
N -3.04 0.52 -0.08 -0.251
C -3.35 0.87 1.30 -0.180
C -2.52 0.02 2.21 -0.183
N -1.18 -0.26 1.67 -0.161
C -0.48 -0.92 2.71 -0.203
C -0.14 -2.27 2.68 -0.185
F -0.35 -2.99 1.58 0.098
C 0.40 -2.94 3.76 -0.154
F 0.71 -4.23 3.65 0.138
C 0.64 -2.27 4.94 -0.136
F 1.15 -2.90 5.99 0.140
C 0.32 -0.93 5.02 -0.135
F 0.54 -0.26 6.15 0.130
C -0.23 -0.29 3.93 -0.163
F -0.55 1.00 4.10 0.105
C -3.33 1.66 -0.95 -0.181
C -2.64 1.50 -2.26 -0.202
N -1.26 1.05 -2.09 -0.101
C -0.59 0.97 -3.30 -0.165
C -1.00 1.51 -4.52 -0.118
F -2.13 2.23 -4.65 0.079
C -0.27 1.36 -5.69 -0.136
F -0.73 1.91 -6.82 0.128
C 0.91 0.65 -5.72 -0.141
F 1.59 0.50 -6.86 0.131
C 1.35 0.09 -4.54 -0.134
F 2.46 -0.64 -4.51 0.139
C 0.60 0.27 -3.41 -0.170
F 0.99 -0.42 -2.33 -0.007
H -4.93 -0.32 -0.47 0.109
H -3.73 -1.44 0.21 0.061
H -3.61 -0.95 -1.48 0.066
H -4.42 0.70 1.51 0.139
H -3.14 1.92 1.46 0.116
H -3.01 -0.95 2.38 0.128
H -2.46 0.51 3.18 0.123
H -4.41 1.76 -1.11 0.142
H -2.98 2.56 -0.47 0.100
H -2.68 2.47 -2.74 0.128
H -3.18 0.79 -2.90 0.118
O -1.02 3.94 -0.78 0.140
C -0.65 3.34 0.20 -0.526
O -1.16 2.16 0.60 -0.258
C 0.45 3.87 1.11 -0.063
C 0.45 3.19 2.49 -0.254
C 1.40 3.93 3.43 -0.082
C 2.78 3.46 2.91 -0.081
C 2.36 2.55 1.76 -0.253
O 1.15 1.96 2.24 -0.091
C 1.87 3.42 0.57 -0.059
C 1.80 2.63 -0.72 -0.505
O 2.47 2.88 -1.68 0.151
O 0.90 1.63 -0.74 -0.280
H 0.34 4.95 1.15 0.159
H -0.53 3.00 2.89 0.147
H 1.23 3.64 4.46 0.116
H 1.27 5.01 3.36 0.118
H 3.31 2.87 3.67 0.118
H 3.43 4.27 2.59 0.119
H 3.08 1.78 1.50 0.133
H 2.55 4.24 0.39 0.160
C 3.27 -0.05 -0.59 -0.175
Si 1.80 -0.84 0.28 0.602
C 2.55 -1.15 1.98 -0.169
C 1.69 -2.52 -0.55 -0.318
C 2.82 -3.34 -0.55 -0.096
C 2.83 -4.55 -1.23 -0.082
C 1.69 -4.96 -1.92 -0.082
C 0.56 -4.16 -1.90 -0.100
C 0.53 -2.94 -1.22 -0.327
Si -1.08 -1.96 -1.18 0.555
C -1.69 -2.04 -2.97 -0.187
C -2.27 -3.18 -0.34 -0.215
H 4.03 -0.84 -0.64 0.043
H 3.71 0.79 -0.06 0.027
H 3.07 0.28 -1.60 0.029
H 3.62 -0.96 1.90 0.046
H 2.42 -2.20 2.26 0.037
H 2.15 -0.53 2.79 0.025
H 3.71 -3.03 -0.02 0.099
H 3.71 -5.18 -1.22 0.101
H 1.69 -5.90 -2.46 0.101
H -0.33 -4.50 -2.44 0.100
H -2.23 -2.98 -3.08 0.041
H -0.86 -2.03 -3.68 0.041
H -2.36 -1.23 -3.26 0.015
H -1.82 -4.16 -0.49 0.040
H -3.24 -3.18 -0.83 0.028
H -2.41 -3.04 0.73 0.019
```

M (g mol⁻¹): 1007.67
Orbital gap (eV): 6.5
Energy above the lowest of the compared OMol25 structures with the same formula, charge and spin (kJ/mol): 47.5
HOMO (eV): -7.9

# C16H10Cl5N3O2OsS

C16H10Cl5N3O2OsS as an isolated structure (ωB97M-V/def2-TZVPD, the Open Molecules 2025 dataset).

Geometry as XYZ:
```
38
Properties=species:S:1:pos:R:3:lowdin_charge:R:1
Os -0.08 -0.40 -0.24 1.141
O -0.05 -0.54 1.75 -0.264
N -0.86 -1.39 2.39 -0.173
C -0.88 -1.35 3.73 0.039
C -1.63 -2.25 4.44 0.020
C -2.36 -3.22 3.74 0.009
C -2.37 -3.20 2.37 -0.031
C -1.62 -2.25 1.69 -0.571
S -1.62 -2.09 -0.05 0.824
H -0.26 -0.59 4.18 0.160
H -1.65 -2.20 5.51 0.137
H -2.92 -3.97 4.28 0.138
H -2.94 -3.91 1.79 0.131
Cl -2.83 3.61 -5.53 0.792
C -2.38 2.97 -4.03 -0.687
C -1.55 1.84 -3.97 -0.697
Cl -0.97 1.12 -5.39 0.773
C -1.22 1.34 -2.73 -0.550
Cl -0.20 -0.03 -2.56 0.804
C -1.68 1.87 -1.52 -0.443
O -1.39 1.32 -0.37 -0.176
C -2.48 3.03 -1.60 -0.608
Cl -3.00 3.73 -0.14 0.805
C -2.83 3.57 -2.83 -0.681
Cl -3.80 4.97 -2.91 0.779
N 2.57 -2.28 -0.57 0.168
C 2.94 -1.00 -0.33 -0.347
C 4.30 -0.65 -0.27 0.023
C 4.66 0.65 -0.03 0.001
C 3.66 1.62 0.17 -0.025
C 2.36 1.22 0.10 -0.108
N 2.00 -0.06 -0.16 -0.096
H 3.27 -3.00 -0.63 0.129
H 1.61 -2.56 -0.49 0.067
H 5.05 -1.42 -0.41 0.133
H 5.70 0.93 0.01 0.134
H 3.91 2.65 0.37 0.127
H 1.55 1.93 0.26 0.125
```

M (g mol⁻¹): 675.84
Orbital gap (alpha / beta) (eV): 4.8 / 4.8
Energy above the lowest of the compared OMol25 structures with the same formula, charge and spin (kJ/mol): 0.0
Charge: +2
HOMO (alpha / beta) (eV): -14.0 / -14.1